(1)
The following is a quantum chemistry calculation of a single C14H14N2O7 molecule in a non-equilibrium geometry, from OMol25.

CARTESIAN COORDINATES (ANGSTROEM)
1 O -1.2108 -3.4912 1.2678
2 C -1.6605 -3.2982 0.1444
3 O -2.2028 -4.2996 -0.5971
4 C -1.5241 -1.9245 -0.5045
5 C -0.3876 -1.8860 -1.4938
6 C -0.3554 -0.4978 -2.2193
7 N -0.2614 0.5020 -1.1577
8 C -0.8613 1.7338 -1.2479
9 O -1.7662 1.9466 -2.0736
10 C -0.6115 2.7479 -0.1386
11 O -1.0856 2.2860 1.1351
12 C -0.1688 1.5598 1.8673
13 C -0.7103 0.6756 2.7870
14 C 0.1266 -0.1887 3.5349
15 C 1.5179 -0.0966 3.3394
16 C 2.0725 0.7678 2.3848
17 C 1.2084 1.6081 1.6304
18 N 1.7280 2.5152 0.6951
19 C 0.8541 3.1123 -0.1863
20 O 1.3079 3.7385 -1.1274
21 C 0.8288 -0.3989 -3.2255
22 O 0.7857 -1.1993 -4.1689
23 O 1.8891 0.3912 -2.9705
24 H -2.1527 -5.1164 -0.0978
25 H -2.4361 -1.6462 -1.0108
26 H -1.3844 -1.1793 0.2728
27 H -0.5157 -2.6788 -2.2410
28 H 0.5323 -2.0287 -0.9926
29 H -1.2793 -0.3410 -2.7734
30 H 0.4603 0.4402 -0.4368
31 H -1.1868 3.6251 -0.3809
32 H -1.7937 0.6924 2.8554
33 H -0.2688 -0.8890 4.2856
34 H 2.1955 -0.7658 3.8841
35 H 3.1444 0.7997 2.2291
36 H 2.7251 2.5534 0.4709
37 H 2.4473 0.2303 -3.7397

Forces on atoms 1 to 3 (eV/Å):
O -0.806 -0.070 -1.480
C 1.140 -0.129 1.705
O 0.102 1.399 -0.352

Values from the calculation:
Energy relative to the best compared isomer or geometry (same formula, charge and spin) in kcal/mol: 0.0
Spin multiplicity: 1
Charge: 0
SMILES string: O=C(O)CC[C@@H](NC(=O)[C@H]1Oc2ccccc2NC1=O)C(=O)O
LUMO level in eV: 0.4
Kohn-Sham gap in eV: 9.21

(2)
The following is a quantum chemistry calculation of a molecular structure, C14H14N2O7S3SbTi in a non-equilibrium geometry, from OMol25.

CARTESIAN COORDINATES (ANGSTROEM)
1 Ti -0.1453 1.1604 1.7327
2 S 3.5628 4.1857 1.3473
3 Sb 2.3344 2.9927 2.9399
4 S 2.1696 0.6367 2.1140
5 S -0.0482 3.4602 2.3632
6 O -2.7492 0.3453 4.6556
7 C -2.1740 0.6445 3.6483
8 O -0.8576 0.6931 3.4765
9 C -2.9271 0.9762 2.2949
10 O -4.1219 0.8780 2.2045
11 O -2.0756 1.2976 1.3455
12 O -0.2996 -4.4704 -2.3992
13 C -0.6334 -4.5236 -1.0126
14 C -0.4433 -3.1831 -0.3691
15 C -0.5979 -3.0905 1.0531
16 C -0.4655 -1.8749 1.6453
17 N -0.1985 -0.7509 0.9441
18 C -0.0182 -0.8152 -0.4141
19 C -0.1535 -2.0714 -1.0763
20 C 0.2962 0.4039 -1.0635
21 C 0.5750 0.4874 -2.4491
22 C 0.8826 1.6901 -3.0130
23 C 1.1240 1.7895 -4.4948
24 O -0.0771 1.5996 -5.2600
25 C 0.9143 2.8342 -2.1980
26 C 0.6371 2.7154 -0.8584
27 N 0.3306 1.5348 -0.2862
28 H -0.5872 -5.2897 -2.8020
29 H -0.0088 -5.2624 -0.4978
30 H -1.6779 -4.8295 -0.8818
31 H -0.8118 -3.9630 1.6585
32 H -0.5643 -1.7484 2.7151
33 H -0.0328 -2.1317 -2.1471
34 H 0.5528 -0.4074 -3.0568
35 H 1.8190 1.0163 -4.8240
36 H 1.5608 2.7628 -4.7309
37 H -0.8100 1.8515 -4.6894
38 H 1.1811 3.8056 -2.5934
39 H 0.6753 3.5509 -0.1744
40 O 1.4618 0.4126 5.4253
41 H 1.8410 0.0831 4.5969
42 H 0.5601 0.6043 5.1313

Forces on atoms 1 to 3 (eV/Å):
Ti 1.246 2.165 1.472
S -0.306 -0.324 0.240
Sb 0.352 0.397 -0.337

Values from the calculation:
Energy relative to the best compared isomer or geometry (same formula, charge and spin) in kcal/mol: 8.0
Spin multiplicity: 2
Charge: -2
LUMO level (alpha / beta) in eV: 3.8 / 3.7
Kohn-Sham gap (alpha / beta) in eV: 4.36 / 5.06

(3)
The following is a quantum chemistry calculation of a molecular structure, C14H14N4O3PtS2, from OMol25.

CARTESIAN COORDINATES (ANGSTROEM)
1 Pt 0.7464 -0.9279 -1.6887
2 N -3.2741 -1.6124 -2.8573
3 C -2.0717 -1.2622 -2.3766
4 S -0.6600 -1.8936 -3.1768
5 N -2.0901 -0.4688 -1.3154
6 N -0.8456 -0.1621 -0.8880
7 C -0.6663 0.6239 0.1299
8 C -1.7810 1.2476 0.8748
9 C -1.8778 2.6344 0.9541
10 C -2.9200 3.2240 1.6540
11 C -3.8681 2.4305 2.2827
12 C -3.7771 1.0474 2.2028
13 C -2.7418 0.4561 1.4978
14 C 0.7445 0.8631 0.4903
15 C 1.1464 1.6654 1.5444
16 C 2.5030 1.8584 1.7669
17 C 3.4265 1.2507 0.9368
18 C 2.9638 0.4307 -0.0806
19 N 1.6669 0.2362 -0.2831
20 H -3.3378 -2.1546 -3.6990
21 H -4.0943 -1.1616 -2.4904
22 H -1.1453 3.2546 0.4513
23 H -2.9932 4.3025 1.7028
24 H -4.6807 2.8889 2.8310
25 H -4.5182 0.4262 2.6883
26 H -2.6761 -0.6208 1.4195
27 H 0.4063 2.1293 2.1794
28 H 2.8301 2.4848 2.5860
29 H 4.4890 1.3897 1.0721
30 H 3.6206 -0.1015 -0.7569
31 C 3.6306 -3.0106 -0.4181
32 S 2.7619 -3.1675 -1.9595
33 O 3.6639 -3.7944 -2.8809
34 O 2.5207 -1.7116 -2.3893
35 O 1.5090 -3.8119 -1.6532
36 H 4.6235 -2.6093 -0.6085
37 H 3.7039 -4.0084 0.0084
38 H 3.0622 -2.3652 0.2492

Forces on atoms 1 to 3 (eV/Å):
Pt 0.665 -0.004 -0.312
N -0.037 0.008 -0.092
C 0.090 0.026 0.000

Values from the calculation:
Energy relative to the best compared isomer or geometry (same formula, charge and spin) in kcal/mol: 1.9
Spin multiplicity: 1
Charge: 0
LUMO level in eV: -1.1
Kohn-Sham gap in eV: 7.00

(4)
The following is a quantum chemistry calculation of a molecular structure, C14H14N6O13P2SeTa, from OMol25.

CARTESIAN COORDINATES (ANGSTROEM)
1 Ta -0.3371 0.3469 0.8561
2 N 3.3116 -2.3783 2.4605
3 C 1.9544 -2.2648 1.7781
4 C 1.5808 -3.6022 1.1285
5 P 1.9920 -0.9300 0.5258
6 O 3.2804 -1.2058 -0.2746
7 O 1.8237 0.4416 1.1700
8 O 0.6400 -1.0298 -0.2454
9 P 0.8122 -1.6837 3.1576
10 O -0.0746 -2.9247 3.4782
11 O 1.6684 -1.0972 4.1817
12 O -0.2113 -0.6879 2.4432
13 H 4.1013 -2.2876 1.8127
14 H 3.4021 -3.2978 2.9074
15 H 3.3755 -1.6712 3.2173
16 H 2.3028 -3.8849 0.3605
17 H 0.5951 -3.5396 0.6678
18 H 1.5401 -4.3869 1.8849
19 H 3.5194 -0.7621 -1.1060
20 H -0.2019 -3.1606 4.4125
21 O -7.4531 -2.6060 1.6652
22 N -6.9651 -1.5951 2.1003
23 O -7.4376 -0.8192 2.8933
24 C -5.6000 -1.2602 1.5957
25 C -4.9835 -2.1260 0.7057
26 C -3.7182 -1.8105 0.2465
27 C -3.0820 -0.6405 0.6293
28 O -1.9292 -0.2349 0.0435
29 C -3.7158 0.1637 1.5889
30 C -4.9927 -0.1213 2.0655
31 N -3.0298 1.3015 2.1389
32 O -1.7306 1.3182 2.0861
33 O -3.5953 2.1650 2.7007
34 N -2.9844 -2.7626 -0.6044
35 O -1.7957 -2.8764 -0.3393
36 O -3.6097 -3.3995 -1.4009
37 H -5.4880 -3.0301 0.3818
38 H -5.4942 0.5038 2.7954
39 Se 0.1396 3.7031 1.5673
40 N -0.0303 2.3298 0.3373
41 C 0.5598 2.7305 -0.8193
42 C 0.6201 2.0147 -2.0277
43 C 1.2373 2.6181 -3.0957
44 C 1.8177 3.9184 -3.0246
45 C 1.7706 4.6404 -1.8763
46 C 1.1337 4.0552 -0.7410
47 N 1.0085 4.6634 0.4227
48 H 0.1415 1.0485 -2.1519
49 H 1.2668 2.0962 -4.0443
50 H 2.2808 4.3305 -3.9104
51 H 2.1818 5.6372 -1.7916

Forces on atoms 1 to 3 (eV/Å):
Ta -0.038 0.549 0.425
N -0.015 0.086 0.032
C 0.112 -0.071 -0.047

Values from the calculation:
Energy relative to the best compared isomer or geometry (same formula, charge and spin) in kcal/mol: 0.9
Spin multiplicity: 1
Charge: +3
LUMO level in eV: -11.0
Kohn-Sham gap in eV: 7.07

(5)
The following is a quantum chemistry calculation of a single C14H14O3 molecule in a non-equilibrium geometry, from OMol25.

CARTESIAN COORDINATES (ANGSTROEM)
1 C 1.4065 -2.8907 2.2100
2 C 1.9772 -2.3083 0.8781
3 C 2.1306 -0.7924 0.7863
4 C 0.7744 -0.0836 0.6935
5 C 0.1336 0.3348 1.8765
6 C -1.1198 0.9603 1.7999
7 C -1.6989 1.2013 0.5699
8 C -2.9497 1.9506 0.5087
9 C -3.4735 2.1338 -0.7569
10 C -2.8586 1.6068 -1.9623
11 O -3.4097 1.8576 -3.0052
12 O -1.6688 1.0174 -1.8768
13 C -1.0973 0.8031 -0.6292
14 C 0.1635 0.2035 -0.5828
15 C 0.8053 -0.1166 -1.8619
16 C 1.1836 0.9247 -2.9259
17 O 1.0971 -1.2704 -2.1145
18 H 0.3797 -2.5395 2.3247
19 H 1.4375 -3.9835 2.1876
20 H 1.9920 -2.6112 3.0782
21 H 1.2955 -2.6813 0.0682
22 H 2.9660 -2.7692 0.7090
23 H 2.6679 -0.4248 1.6308
24 H 2.7068 -0.5911 -0.1228
25 H 0.5981 0.1524 2.8572
26 H -1.5972 1.2568 2.7136
27 H -3.4428 2.3751 1.3762
28 H -4.3420 2.7526 -0.9247
29 H 1.6834 0.4198 -3.7684
30 H 0.3424 1.5314 -3.2811
31 H 1.9176 1.5803 -2.4561

Forces on atoms 1 to 3 (eV/Å):
C 0.257 0.457 -0.859
C -0.443 -1.500 0.105
C -1.245 -0.152 -1.085

Values from the calculation:
Energy relative to the best compared isomer or geometry (same formula, charge and spin) in kcal/mol: 8.5
Spin multiplicity: 1
Charge: 0
SMILES string: CCCc1ccc2ccc(=O)oc2c1C(C)=O
LUMO level in eV: -0.2
Kohn-Sham gap in eV: 8.79

(6)
The following is a quantum chemistry calculation of a molecular structure, C14H15AsF11NO5PdS2 in a non-equilibrium geometry, from OMol25.

CARTESIAN COORDINATES (ANGSTROEM)
1 Pd 0.3478 0.4297 0.5533
2 F 0.8037 -1.1599 5.3845
3 C -0.3002 -0.6988 4.8190
4 F -1.3078 -1.5263 5.0641
5 F -0.5871 0.5006 5.3101
6 S -0.0713 -0.5087 3.0021
7 O 0.8176 0.6328 2.8488
8 O -1.4030 -0.3175 2.4638
9 N 0.5753 -1.8938 2.6372
10 S 0.9084 -2.1344 1.1077
11 O -0.2552 -2.0867 0.2425
12 O 2.0739 -1.4246 0.6266
13 C 1.3719 -3.9126 1.1830
14 F 1.7611 -4.2758 -0.0332
15 F 2.3592 -4.1131 2.0433
16 F 0.3155 -4.6319 1.5417
17 F 6.0502 0.8389 -2.8072
18 C 4.7914 1.0074 -2.4028
19 C 3.7559 0.9752 -3.3163
20 F 4.0240 0.7937 -4.6112
21 C 2.4492 1.1208 -2.8962
22 F 1.4652 1.0756 -3.8048
23 C 2.1144 1.2989 -1.5501
24 O 0.8537 1.4502 -1.1829
25 C 3.1987 1.3537 -0.6615
26 F 2.9361 1.5405 0.6408
27 C 4.5070 1.2089 -1.0634
28 F 5.4992 1.2702 -0.1767
29 C -3.3767 -1.6385 0.1443
30 C -3.4300 -0.1158 0.0334
31 As -1.7570 0.7222 -0.5241
32 C -2.1736 2.6051 -0.1676
33 C -1.7101 3.0270 1.2301
34 C -1.7175 0.5562 -2.4639
35 C -0.9725 -0.7095 -2.9033
36 H -4.3272 -2.0236 0.5147
37 H -2.5924 -1.9439 0.8311
38 H -3.1734 -2.0995 -0.8225
39 H -3.6831 0.3292 0.9948
40 H -4.1537 0.2115 -0.7115
41 H -3.2523 2.7273 -0.2648
42 H -1.6790 3.2065 -0.9283
43 H -2.1510 2.3997 2.0046
44 H -1.9812 4.0638 1.4297
45 H -0.6281 2.9462 1.3152
46 H -1.2073 1.4408 -2.8367
47 H -2.7528 0.5583 -2.8018
48 H -0.0150 -0.7816 -2.3901
49 H -0.7794 -0.6843 -3.9749
50 H -1.5414 -1.6101 -2.6705

Forces on atoms 1 to 3 (eV/Å):
Pd -0.874 1.624 -2.413
F -0.001 0.027 0.057
C 0.064 -0.124 -0.105

Values from the calculation:
Energy relative to the best compared isomer or geometry (same formula, charge and spin) in kcal/mol: 37.2
Spin multiplicity: 1
Charge: 0
LUMO level (alpha / beta) in eV: -2.3 / -2.3
Kohn-Sham gap (alpha / beta) in eV: 6.21 / 6.21

- Look up the charge of the fourth one.
  +3